Below is 4 unconnected molecules or ions with the total composition C4H19N2O3 at a distorted geometry, with properties calculated with wB97M-V/def2-TZVPD.

Output
Energy above the lowest of the compared OMol25 structures with the same formula, charge and spin ... 57.0 kJ/mol
Max |F| ... 1.89 eV Å⁻¹
Total energy ... -13572.7399 eV

```
! RIJCOSX wB97M-V def2-TZVPD def2/J DEFGRID3
* xyz 1 1
O 2.389 -2.143 -1.684
O -2.025 -2.614 -0.738
O 0.303 3.505 0.450
N 1.149 -0.312 0.392
N -1.010 1.141 -0.107
C -1.142 0.223 1.051
C -0.079 -0.876 0.902
C -1.890 0.847 -1.289
C 2.118 0.166 1.401
H -1.563 -3.453 -0.819
H 1.766 0.000 2.424
H 2.312 1.243 1.375
H 1.104 3.030 0.218
H -0.091 -1.417 1.847
H 2.625 -1.798 -2.557
H -1.160 2.115 0.171
H 1.654 -0.977 -0.181
H -1.363 0.217 -1.995
H 0.218 4.446 0.308
H -2.941 -2.737 -1.030
H -2.152 1.789 -1.770
H -0.048 1.115 -0.440
H -2.824 0.455 -0.913
H -0.418 -1.597 0.154
H -0.988 0.793 1.955
H 3.064 -0.356 1.271
H 3.157 -2.692 -1.472
H -2.167 -0.113 1.076
*
```

Below is 5 unconnected molecules or ions with the total composition C4H19N2O5 at a distorted geometry, with properties calculated with wB97M-V/def2-TZVPD.

Output
Energy above the lowest of the compared OMol25 structures with the same formula, charge and spin ... 153.1 kJ/mol
Max |F| ... 2.15 eV Å⁻¹
Total energy ... -17667.7790 eV

```
! RIJCOSX wB97M-V def2-TZVPD def2/J DEFGRID3
* xyz 1 1
O 1.809 -0.935 1.829
O 0.458 0.349 -1.174
O 1.940 -1.955 -0.301
O 2.868 1.963 0.001
O -0.877 -0.557 2.330
N -1.647 -0.522 -1.142
N 0.043 2.447 0.179
C -1.075 1.487 0.178
C -0.725 0.391 -0.811
C -2.898 -0.614 -0.418
C -1.264 -1.747 -1.806
H -2.814 -0.928 0.629
H 2.123 -1.377 1.023
H -3.624 0.167 -0.463
H -2.083 -2.131 -2.391
H -1.452 -1.072 1.756
H -2.043 1.955 0.019
H -3.437 -1.501 -0.750
H 2.623 -1.828 -0.972
H 2.559 1.476 0.780
H -0.202 -1.154 2.667
H -0.066 3.185 0.873
H 2.245 -1.248 2.623
H 0.262 2.791 -0.745
H 0.965 2.001 0.328
H 3.402 1.329 -0.495
H -1.126 1.041 1.156
H -0.388 -1.585 -2.410
H -1.062 -2.541 -1.089
H 1.341 -1.215 -0.506
*
```

Below is 6 unconnected molecules or ions with the total composition C4H19N2O7 at a distorted geometry, with properties calculated with wB97M-V/def2-TZVPD.

Output
Energy above the lowest of the compared OMol25 structures with the same formula, charge and spin ... 36.0 kJ/mol
Max |F| ... 2.32 eV Å⁻¹
Total energy ... -21771.5635 eV

```
! RIJCOSX wB97M-V def2-TZVPD def2/J DEFGRID3
* xyz -1 1
O 1.135 -0.930 -2.092
O 0.946 3.998 0.785
O 3.399 -0.071 -1.146
O -1.031 -2.266 -2.421
O -3.315 0.952 2.479
O -2.467 2.001 0.018
O 1.045 -2.699 -0.195
N -0.679 1.072 1.014
N -0.695 1.634 -1.326
C 0.484 0.187 0.947
C 0.103 -2.369 0.822
C 0.209 -1.114 1.717
C -1.333 1.510 -0.113
H 3.229 0.788 -1.584
H -3.215 0.177 1.911
H -0.576 -2.925 -1.880
H -1.180 1.086 1.896
H 0.782 3.028 0.939
H -0.301 -1.581 -2.285
H -0.908 -2.285 0.325
H 1.374 4.013 -0.079
H 0.093 -3.309 1.426
H -0.083 0.853 -1.600
H -1.331 1.926 -2.054
H 1.031 -1.287 2.405
H 1.180 -1.866 -0.808
H -3.233 1.714 1.872
H 0.638 0.016 -0.147
H 1.526 -1.303 -2.888
H 2.486 -0.455 -1.417
H 1.466 0.626 1.296
H -0.780 -1.123 2.184
*
```

The LUMO energy results, record by record, are as follows: -0.0915; -0.1096; 0.1172 Ha.
The HOMO results, record by record, are as follows: -12.8; -13.7; -6.2 eV.
The HOMO-LUMO gap results, record by record, are as follows: 0.378; 0.393; 0.344 Ha.